w:
Molecular formula: C3H6IN2O
Method: DFT, ωB97M-V/def2-TZVPD

```
! RIJCOSX wB97M-V def2-TZVPD def2/J DEFGRID3
* xyz 1 1
C -1.26 -0.66 -0.68
C 0.20 0.46 -1.70
C 0.17 -0.23 -0.37
N -1.16 -0.04 -1.88
N 0.99 -0.27 0.56
O -1.87 -1.32 0.10
I 0.53 0.21 3.75
H 0.23 1.59 -1.57
H 0.91 0.14 -2.43
H -1.74 0.07 -2.73
H 1.83 0.33 0.56
H 0.77 -1.09 1.15
H 0.40 0.82 5.25
*
```

The gap between HOMO and LUMO is 0.2833 Eh.



x:
Molecular formula: C3H6IN2O
Method: DFT, ωB97M-V/def2-TZVPD

```
! RIJCOSX wB97M-V def2-TZVPD def2/J DEFGRID3
* xyz 1 1
N -0.09 0.96 1.38
C -0.43 0.07 0.20
I -2.56 0.47 -0.02
C 0.34 0.31 -1.16
N 0.60 -1.15 -1.04
C -0.01 -1.42 0.12
O -0.15 -2.31 0.86
H -0.15 0.27 2.12
H -0.63 1.81 1.28
H 0.85 1.27 1.30
H -0.30 0.50 -2.11
H 1.35 0.94 -1.14
H 1.19 -1.72 -1.78
*
```

As for the SMILES: [NH3+][C@@]1(I)CNC1=O. The gap between HOMO and LUMO is 0.3572 Eh.



Sorted by energy, starting with the most stable: x, w.



w:
Molecular formula: C6H14LuO4
Method: DFT, ωB97M-V/def2-TZVPD

```
! RIJCOSX wB97M-V def2-TZVPD def2/J DEFGRID3
* xyz 1 1
C 1.38 1.39 -2.96
H 1.91 0.69 -3.61
H 0.31 1.34 -3.21
H 1.63 2.45 -3.12
O 1.75 1.19 -1.52
C 3.04 0.73 -1.21
H 3.05 -0.34 -0.94
H 3.27 1.77 -0.80
H 3.76 0.74 -2.05
C -2.93 -0.46 -0.40
O -1.95 0.31 -1.00
C -2.66 -0.63 1.09
O -1.29 -1.00 1.21
C -0.67 -0.84 2.48
C 0.84 -0.88 2.22
O 1.18 -0.06 1.16
Lu -0.10 0.21 -0.36
H -2.98 -1.48 -0.86
H -3.94 -0.03 -0.51
H -3.31 -1.40 1.55
H -2.82 0.33 1.62
H -0.99 -1.64 3.17
H -0.96 0.14 2.90
H 1.12 -1.93 2.01
H 1.34 -0.59 3.16
*
```

The gap between HOMO and LUMO is 0.3364 Eh.



x:
Molecular formula: C6H14LuO4
Method: DFT, ωB97M-V/def2-TZVPD

```
! RIJCOSX wB97M-V def2-TZVPD def2/J DEFGRID3
* xyz 1 1
C 0.81 0.22 -3.30
H 1.02 -0.78 -3.73
H -0.22 0.34 -3.68
H 1.19 1.14 -3.76
O 1.90 0.33 -1.93
C 2.52 -0.83 -1.44
H 1.89 -1.73 -1.53
H 3.29 0.14 -1.81
H 3.37 -1.42 -1.81
C -2.96 1.05 0.56
O -2.15 1.19 -0.55
C -2.12 0.88 1.83
O -1.15 -0.11 1.52
C -0.04 -0.24 2.40
C 0.98 -1.11 1.67
O 1.12 -0.67 0.36
Lu -0.44 0.27 -0.65
H -3.63 0.17 0.48
H -3.62 1.92 0.73
H -2.73 0.56 2.70
H -1.61 1.82 2.08
H -0.35 -0.68 3.36
H 0.38 0.76 2.60
H 0.61 -2.15 1.67
H 1.94 -1.06 2.23
*
```

The gap between HOMO and LUMO (spin up / spin down) is 0.2552 / 0.2576 Eh.



Sorted by energy, starting with the most stable: w, x.



w:
Molecular formula: C4H3ClN2S
Method: DFT, ωB97M-V/def2-TZVPD

```
! RIJCOSX wB97M-V def2-TZVPD def2/J DEFGRID3
* xyz 0 1
S -3.16 -0.68 -0.02
C -2.01 0.64 0.01
C -0.68 0.52 0.07
C 0.24 -0.62 0.09
C 1.44 -0.03 0.00
Cl 3.01 -0.73 -0.02
N 1.33 1.40 -0.04
N 0.12 1.73 0.00
H -2.23 -1.65 -0.14
H -2.48 1.65 -0.06
H -0.01 -1.69 0.04
*
```

As for the SMILES: S/C=C1\C=C(Cl)N=N1. The gap between HOMO and LUMO is 0.3005 Eh.



x:
Molecular formula: C4H3ClN2S
Method: DFT, ωB97M-V/def2-TZVPD

```
! RIJCOSX wB97M-V def2-TZVPD def2/J DEFGRID3
* xyz 0 1
N 1.43 -2.17 -0.34
C 0.55 -1.58 0.44
C -0.72 -1.12 1.16
C -1.01 0.15 0.70
Cl -2.38 1.04 1.05
C 0.00 1.15 0.16
N 0.87 1.34 -0.88
S 0.73 0.27 -2.17
H -1.27 -1.95 1.57
H 0.02 1.92 0.95
H 1.79 0.94 -2.64
*
```

As for the SMILES: N#C/C=C(Cl)\C=N/S. The gap between HOMO and LUMO is 0.3042 Eh.



Sorted by energy, starting with the most stable: w, x.